{"formula": "C39H40BNO7PPtS", "method": "wB97M-V/def2-TZVPD", "symbols": ["Pt", "O", "S", "O", "O", "C", "C", "C", "C", "C", "C", "P", "C", "C", "C", "C", "C", "C", "C", "C", "C", "C", "C", "C", "H", "H", "H", "H", "H", "H", "H", "H", "H", "H", "H", "H", "H", "H", "C", "C", "C", "C", "C", "C", "N", "C", "C", "C", "C", "C", "C", "C", "O", "O", "C", "C", "H", "H", "H", "H", "H", "H", "H", "H", "H", "H", "H", "H", "H", "H", "C", "C", "C", "O", "B", "O", "C", "C", "C", "H", "H", "H", "H", "H", "H", "H", "H", "H", "H", "H", "H"], "coordinates": [[-0.284151, -0.652159, 0.070702], [2.466626, -4.048920, 0.220675], [1.734300, -2.866282, 0.612281], [0.268521, -2.941655, 0.357975], [2.324580, -1.626412, 0.153557], [1.804224, -2.783505, 2.401961], [2.639443, -3.678240, 3.055161], [2.690594, -3.710215, 4.439656], [1.879847, -2.860271, 5.176346], [1.051237, -1.963783, 4.520972], [1.016300, -1.885154, 3.130705], [-0.048305, -0.577105, 2.364712], [0.582071, 0.942843, 3.162924], [0.354447, 1.322126, 4.487012], [0.924650, 2.477342, 4.997732], [1.742533, 3.264858, 4.196977], [1.986284, 2.889029, 2.885681], [1.407016, 1.737260, 2.369690], [-1.661515, -0.967512, 3.094771], [-2.142636, -2.252650, 2.835494], [-3.401544, -2.624783, 3.270540], [-4.199178, -1.717492, 3.956134], [-3.738339, -0.431563, 4.187988], [-2.475164, -0.052318, 3.752402], [3.227890, -4.357654, 2.453954], [3.347428, -4.410765, 4.939995], [1.886385, -2.894472, 6.258620], [0.408530, -1.319766, 5.107640], [-0.282628, 0.726618, 5.127269], [0.729813, 2.762708, 6.024132], [2.186784, 4.167716, 4.597612], [2.628890, 3.489895, 2.254104], [1.601668, 1.443861, 1.345438], [-1.537654, -2.945801, 2.260600], [-3.771834, -3.617180, 3.049271], [-5.188949, -2.006827, 4.286140], [-4.367421, 0.289730, 4.694627], [-2.146467, 0.967431, 3.900568], [3.738375, -3.994862, -3.243497], [3.047174, -2.660080, -3.239093], [3.794342, -1.500344, -3.380360], [3.193047, -0.253670, -3.285209], [1.842663, -0.162612, -3.028386], [1.075124, -1.319156, -2.908798], [-0.283657, -1.205175, -2.542162], [-1.221188, -0.420807, -3.219141], [-0.863340, 0.264765, -4.384817], [-1.776612, 1.068217, -5.044883], [-3.073825, 1.189085, -4.570359], [-3.441325, 0.469486, -3.443687], [-2.543690, -0.332731, -2.750354], [-3.108413, -1.085272, -1.543708], [-4.294709, -1.403891, -1.604940], [-2.344351, -1.308126, -0.543314], [1.662671, -2.579026, -3.035758], [0.838112, -3.828010, -2.889091], [4.797550, -3.876266, -3.471684], [3.309974, -4.681366, -3.977120], [3.648679, -4.459339, -2.258144], [4.864938, -1.576070, -3.532363], [3.789411, 0.647322, -3.357184], [1.375181, 0.800973, -2.859440], [-0.669402, -1.970960, -2.008861], [0.139755, 0.160177, -4.775014], [-1.467604, 1.594701, -5.940545], [-3.793911, 1.815980, -5.082065], [-4.456474, 0.499367, -3.069441], [-0.203883, -3.654734, -3.158283], [0.863836, -4.189944, -1.856747], [1.212502, -4.623606, -3.532296], [-1.608679, 3.966053, 0.621263], [-1.438011, 3.300016, -0.741199], [-2.440007, 3.861775, -1.733834], [-1.710147, 1.903124, -0.556866], [-0.508100, 1.244145, -0.377738], [0.564647, 2.091871, -0.648336], [0.040659, 3.297441, -1.235328], [0.158432, 3.154954, -2.747108], [0.874192, 4.470168, -0.748618], [-2.613305, 3.747926, 0.985103], [-1.484216, 5.049298, 0.561925], [-0.893476, 3.565934, 1.343513], [-3.438839, 3.818899, -1.297478], [-2.451280, 3.278574, -2.652917], [-2.210789, 4.904335, -1.969071], [-0.443747, 2.320206, -3.108419], [1.202291, 2.961108, -2.998831], [-0.162180, 4.062956, -3.261847], [0.937057, 4.483648, 0.338767], [0.445230, 5.416286, -1.087574], [1.885024, 4.388289, -1.150710]], "atomic_forces_ev_per_a": [[-0.50, -0.64, 1.26], [-0.34, -0.30, 0.09], [0.51, 0.32, 0.10], [0.12, 0.26, -0.24], [0.17, -0.02, -0.09], [-0.10, -0.01, -0.02], [-0.02, -0.05, 0.03], [-0.01, 0.02, 0.00], [0.01, -0.02, -0.02], [-0.04, 0.04, 0.01], [0.00, -0.03, -0.10], [0.45, 0.47, -1.05], [0.03, -0.03, 0.04], [-0.05, 0.01, 0.00], [0.00, 0.00, 0.00], [-0.01, 0.00, -0.01], [0.01, 0.01, 0.01], [0.10, -0.05, 0.00], [-0.08, -0.02, -0.01], [0.02, 0.00, 0.04], [0.00, 0.00, -0.01], [0.00, 0.01, 0.01], [-0.02, 0.00, 0.00], [-0.03, 0.02, -0.07], [0.00, 0.00, 0.00], [0.00, 0.00, 0.00], [0.00, 0.00, 0.00], [0.02, 0.01, 0.00], [0.01, -0.01, 0.00], [0.00, 0.00, 0.00], [0.00, 0.00, 0.00], [0.00, 0.00, 0.00], [-0.03, 0.00, 0.01], [0.00, 0.00, 0.01], [0.00, 0.00, 0.00], [0.00, 0.00, 0.00], [-0.01, 0.00, 0.00], [0.00, 0.00, 0.00], [0.01, -0.03, 0.03], [0.04, 0.03, -0.02], [0.01, -0.03, -0.01], [0.01, 0.00, 0.03], [-0.05, 0.09, 0.09], [0.26, -0.07, 0.01], [0.08, 0.05, 0.48], [-0.24, 0.12, -0.16], [-0.02, -0.12, -0.06], [-0.02, -0.03, -0.05], [-0.01, 0.00, 0.02], [-0.01, 0.00, -0.04], [0.00, -0.03, -0.02], [-0.10, 0.08, 0.20], [-0.04, -0.01, -0.04], [0.17, -0.21, -0.71], [-0.06, 0.01, -0.02], [-0.03, -0.03, 0.06], [0.01, 0.00, 0.01], [0.01, 0.00, 0.01], [-0.03, -0.03, -0.02], [0.00, 0.00, -0.01], [0.01, 0.01, -0.02], [0.07, -0.16, 0.00], [-0.10, -0.15, -0.16], [-0.05, 0.01, 0.00], [0.01, 0.00, 0.00], [0.00, 0.00, 0.01], [0.02, -0.01, 0.01], [0.00, 0.00, -0.01], [-0.01, -0.03, -0.09], [0.01, -0.01, 0.01], [0.01, -0.02, 0.01], [-0.02, 0.04, 0.00], [0.00, 0.00, 0.01], [-0.01, -0.05, 0.05], [-0.10, 0.26, 0.44], [-0.04, 0.00, -0.07], [0.02, 0.10, -0.03], [-0.07, 0.04, 0.05], [-0.02, 0.00, 0.01], [0.00, 0.00, 0.00], [0.00, -0.01, 0.00], [0.01, 0.00, 0.00], [0.00, 0.00, 0.00], [0.01, 0.01, 0.00], [0.00, 0.01, 0.00], [0.05, 0.10, 0.05], [0.01, 0.05, -0.02], [0.00, 0.01, 0.00], [0.00, 0.00, 0.00], [0.00, 0.00, -0.01], [0.01, 0.00, 0.00]], "e_tot_ev": -80969.1010, "e_above_lowest_kj_mol": 25.9, "total_charge": -1, "e_homo_ha": -0.160, "orbital_gap_ev": 6.76}

=====

{"formula": "C3H7S", "method": "wB97M-V/def2-TZVPD", "symbols": ["C", "C", "H", "H", "H", "H", "C", "S", "H", "H", "H"], "coordinates": [[0.519919, 0.260222, -2.027700], [-0.623581, 0.940723, -1.975089], [0.702345, -0.461816, -1.222123], [1.290870, 0.477196, -2.762474], [-1.405093, 0.570401, -1.322921], [-0.843197, 1.819784, -2.572382], [0.613783, 0.411531, 1.795868], [-0.335605, -0.926242, 1.005549], [0.067231, 0.885072, 2.615356], [1.525825, -0.032800, 2.204209], [0.909046, 1.201749, 1.092559]], "atomic_forces_ev_per_a": [[-0.13, 0.40, 0.26], [0.10, -0.37, -0.25], [-0.14, -0.18, -0.51], [0.08, 0.20, 0.15], [0.15, 0.30, 0.43], [0.02, -0.16, -0.34], [0.19, -0.20, -0.06], [-0.30, -0.20, 0.19], [-0.02, 0.01, 0.02], [0.08, 0.27, 0.12], [-0.05, -0.06, -0.01]], "e_tot_ev": -14059.2650, "e_above_lowest_kj_mol": 115.4, "total_charge": -1, "e_homo_ha": -0.078, "orbital_gap_ev": 6.49}

=====

Table of lowest unoccupied orbital energy (eV), in record order: 2.4, 4.4